This record from OMol25 describes 2 unconnected molecules or ions with the total composition C3H9N3O at a distorted geometry. The level of theory is the ωB97M-V functional and the def2-TZVPD basis.

For the gap between HOMO and LUMO, the calculation gives 9.69 eV. As for the SMILES: [H]/N=N/CO.[H]/N=C\C. The net charge is 0. The value obtained for the LUMO energy is 0.6324 eV. The calculation puts the HOMO energy at -0.3330 Ha.

Geometry as XYZ:
```
16
C3H9N3O | OMol25 | the ωB97M-V functional and the def2-TZVPD basis
H -1.780 -2.807 0.357
N -2.008 -2.019 -0.301
N -1.800 -0.881 0.191
C -2.233 0.178 -0.610
O -2.117 1.426 0.028
H -1.532 0.163 -1.520
H -3.320 -0.012 -0.860
H -1.167 1.333 0.450
H 0.044 -0.208 1.337
N 0.319 0.372 0.467
C 1.412 0.613 -0.017
C 2.892 0.266 0.296
H 1.369 1.242 -0.994
H 3.407 -0.274 -0.567
H 3.502 1.165 0.576
H 3.012 -0.558 1.166
```

Results of the Mulliken charge analysis, in e, for atoms 1 through 8:
1 H 0.2365
2 N -0.6965
3 N 0.2080
4 C -0.0948
5 O -0.5755
6 H 0.1988
7 H 0.3121
8 H 0.4694


This record from OMol25 describes a single C3H9N3O molecule at a distorted geometry. The level of theory is the ωB97M-V functional and the def2-TZVPD basis.

For the gap between HOMO and LUMO, the calculation gives 9.89 eV. As for the SMILES: NCNCC(N)=O. The net charge is 0. The value obtained for the LUMO energy is 0.8367 eV. The calculation puts the HOMO energy at -0.3326 Ha.

Geometry as XYZ:
```
16
C3H9N3O | OMol25 | the ωB97M-V functional and the def2-TZVPD basis
N -1.249 -2.137 0.120
C -0.889 -1.040 1.017
N 0.218 -0.220 0.568
C 0.213 0.289 -0.811
C 1.160 1.393 -1.162
N 1.310 2.278 -0.108
O 1.816 1.480 -2.169
H -1.588 -2.908 0.672
H -1.947 -1.888 -0.567
H -1.684 -0.285 1.103
H -0.674 -1.470 1.991
H 1.123 -0.499 0.912
H -0.088 -0.542 -1.443
H -0.757 0.860 -0.771
H 2.244 2.648 -0.072
H 0.793 2.041 0.722
```

Results of the Mulliken charge analysis, in e, for atoms 1 through 8:
1 N -0.5636
2 C -0.5210
3 N -0.3422
4 C -0.4843
5 C 0.3591
6 N -0.4563
7 O -0.5676
8 H 0.2231


This record from OMol25 describes a single C3H9N3O molecule at a distorted geometry. The level of theory is the ωB97M-V functional and the def2-TZVPD basis.

For the gap between HOMO and LUMO, the calculation gives 10.16 eV. As for the SMILES: [H]/N=N/N(C)[C@@H](C)O. The net charge is 0. The value obtained for the LUMO energy is 0.9883 eV. The calculation puts the HOMO energy at -0.3372 Ha.

Geometry as XYZ:
```
16
C3H9N3O | OMol25 | the ωB97M-V functional and the def2-TZVPD basis
H 2.036 -1.590 -2.124
N 1.112 -1.473 -1.672
N 1.121 -0.596 -0.811
N -0.188 -0.527 -0.017
C -1.363 -1.116 -0.641
C -0.303 0.728 0.629
C 0.821 1.076 1.583
O -0.519 1.724 -0.322
H -2.117 -1.305 0.127
H -1.080 -2.069 -1.100
H -1.775 -0.461 -1.414
H -1.276 0.488 1.270
H 0.608 2.018 2.097
H 0.960 0.281 2.319
H 1.761 1.214 1.040
H 0.203 1.608 -0.963
```

Results of the Mulliken charge analysis, in e, for atoms 1 through 8:
1 H 0.2565
2 N -0.7350
3 N 0.1164
4 N 0.1219
5 C -0.8312
6 C 0.2767
7 C -1.2666
8 O -0.5442


This record from OMol25 describes 2 unconnected molecules or ions with the total composition C3H9N3O at a distorted geometry. The level of theory is the ωB97M-V functional and the def2-TZVPD basis.

For the gap between HOMO and LUMO, the calculation gives 9.44 eV. As for the SMILES: [H]/N=C\NO.[H]/N=C/C. The net charge is 0. The value obtained for the LUMO energy is 0.7419 eV. The calculation puts the HOMO energy at -0.3197 Ha.

Geometry as XYZ:
```
16
C3H9N3O | OMol25 | the ωB97M-V functional and the def2-TZVPD basis
H 0.340 0.598 2.372
N 1.220 0.123 2.148
C 1.062 -0.625 1.111
N -0.229 -1.144 0.686
O -1.370 -0.743 1.382
H 1.875 -1.293 0.798
H -0.288 -1.953 0.066
H -1.322 0.234 1.409
H 0.359 -1.527 -2.147
N -0.332 -0.793 -1.972
C 0.125 0.152 -1.232
C -0.555 1.465 -1.005
H 1.254 0.132 -0.784
H -0.265 2.154 -1.799
H -1.638 1.334 -0.983
H -0.238 1.886 -0.049
```

Results of the Mulliken charge analysis, in e, for atoms 1 through 8:
1 H 0.2358
2 N -0.6159
3 C -0.0785
4 N -0.2455
5 O -0.3975
6 H 0.3915
7 H 0.3007
8 H 0.2970


This record from OMol25 describes a single C3H9N3O molecule. The level of theory is the ωB97M-V functional and the def2-TZVPD basis.

For the gap between HOMO and LUMO, the calculation gives 10.84 eV. As for the SMILES: C/N=[N+](\[O-])[C@@H](C)N. The net charge is 0. The value obtained for the LUMO energy is 1.0506 eV. The calculation puts the HOMO energy at -0.3596 Ha.

Geometry as XYZ:
```
16
C3H9N3O | OMol25 | the ωB97M-V functional and the def2-TZVPD basis
C -2.189 -0.621 -1.392
N -0.888 -0.842 -0.828
N -0.430 0.056 -0.104
O -0.968 1.124 0.223
C 0.912 -0.249 0.500
C 1.897 0.797 -0.008
N 0.853 -0.234 1.926
H -2.105 0.028 -2.271
H -2.847 -0.126 -0.687
H -2.582 -1.589 -1.697
H 1.165 -1.260 0.152
H 2.792 0.770 0.614
H 1.439 1.788 0.070
H 2.166 0.606 -1.049
H 0.204 -0.926 2.283
H 0.581 0.678 2.269
```

Results of the Mulliken charge analysis, in e, for atoms 1 through 8:
1 C -0.7131
2 N -0.7693
3 N 1.0844
4 O -0.6743
5 C 0.2245
6 C -1.3223
7 N -0.6896
8 H 0.2888


This record from OMol25 describes a single C3H9N3O molecule. The level of theory is the ωB97M-V functional and the def2-TZVPD basis.

For the gap between HOMO and LUMO, the calculation gives 9.90 eV. As for the SMILES: C/N=C(\NN)OC. The net charge is 0. The value obtained for the LUMO energy is 0.9345 eV. The calculation puts the HOMO energy at -0.3294 Ha.

Geometry as XYZ:
```
16
C3H9N3O | OMol25 | the ωB97M-V functional and the def2-TZVPD basis
C 2.266 -0.145 -0.017
N 1.024 0.611 0.042
C -0.061 -0.051 -0.022
N -0.197 -1.426 -0.141
N -1.433 -2.061 0.068
O -1.264 0.559 -0.031
C -1.202 1.985 -0.013
H 3.093 0.565 -0.044
H 2.409 -0.777 0.868
H 2.322 -0.780 -0.914
H 0.554 -1.956 0.266
H -1.965 -1.956 -0.795
H -1.954 -1.561 0.783
H -0.646 2.335 -0.879
H -0.708 2.332 0.896
H -2.237 2.327 -0.068
```

Results of the Mulliken charge analysis, in e, for atoms 1 through 8:
1 C -0.9478
2 N -0.5341
3 C 0.7761
4 N -0.0851
5 N -0.7439
6 O -0.3967
7 C -0.6724
8 H 0.2820


Number 1: total energy -359.08438 a.u.. Number 2: total energy -359.19981 a.u.. Number 3: total energy -359.12879 a.u.. Number 4: total energy -359.05841 a.u.. Number 5: total energy -359.13746 a.u.. Number 6: total energy -359.16965 a.u..